Record 1
Molecular formula: C6H15NS
Method: DFT, the ωB97M-V functional and the def2-TZVPD basis

The geometry in XYZ format:
```
23
Properties=species:S:1:pos:R:3:mulliken_charge:R:1
C 0.71989 -1.62665 0.40476 -0.313
C 0.55663 -3.02469 0.80600 -0.744
S 0.02639 -3.09694 2.61643 -0.262
N -0.61602 -1.01701 0.22335 -0.334
C -0.74434 0.05218 -0.82714 -0.885
C -0.51786 1.46007 -0.31158 0.798
C -1.33162 2.56695 -1.09975 -1.444
C 0.92661 1.88005 -0.44000 -1.398
H 1.50629 -1.03699 0.96346 0.219
H 1.18979 -1.64438 -0.59801 0.324
H 1.46276 -3.60581 0.55993 0.366
H -0.33475 -3.54481 0.47042 0.327
H 1.24488 -2.90539 3.11517 0.108
H -0.92564 -0.69498 1.19515 0.290
H -1.74147 -0.14629 -1.23917 0.352
H -0.01528 -0.16851 -1.59857 0.343
H -0.77843 1.40722 0.76845 0.166
H -1.28231 2.49720 -2.13287 0.390
H -0.81845 3.56836 -0.78049 0.329
H -2.32785 2.57544 -0.72509 0.406
H 0.83325 2.96762 -0.04562 0.305
H 1.78629 1.55188 0.18057 0.332
H 1.18124 1.98547 -1.50541 0.323
```

HOMO	-8.737	eV
E_LUMO	1.002	eV
total charge	0
structure (SMILES)	CC(C)CNCCS

---

Record 2
Molecular formula: C6H15NS
Method: DFT, the ωB97M-V functional and the def2-TZVPD basis

The geometry in XYZ format:
```
23
Properties=species:S:1:pos:R:3:mulliken_charge:R:1
C 0.53549 -0.72556 1.21448 -0.593
C -0.95565 -1.02260 0.88033 -0.741
S -1.33471 -2.66276 1.80996 -0.224
C 0.86301 0.71730 0.79124 -0.646
N 1.16746 0.92158 -0.60407 -0.213
C 1.41936 2.54976 -2.33731 -1.464
C 0.42028 1.90486 -1.38382 0.508
C -0.74840 1.29685 -2.17489 -1.433
H 0.67554 -0.81608 2.28735 0.344
H 1.02019 -1.42896 0.53060 0.358
H -1.15039 -1.17963 -0.17103 0.314
H -1.52863 -0.31229 1.46578 0.385
H -0.55183 -3.46850 1.06071 0.119
H 0.01055 1.33068 1.12467 0.304
H 1.66519 1.14083 1.41070 0.315
H 1.54154 0.14604 -1.12563 0.262
H 0.96280 3.11948 -3.14997 0.397
H 2.12356 3.12557 -1.74027 0.347
H 1.99529 1.79668 -2.89226 0.331
H 0.02363 2.60241 -0.64419 0.266
H -1.65043 1.03607 -1.63146 0.315
H -0.45546 0.48336 -2.84995 0.314
H -1.05870 2.01857 -2.94863 0.434
```

HOMO	-8.205	eV
E_LUMO	0.969	eV
total charge	0
structure (SMILES)	CC(C)NCCCS

---

Record 3
Molecular formula: C6H15O3SSi
Method: DFT, the ωB97M-V functional and the def2-TZVPD basis

The geometry in XYZ format:
```
26
Properties=species:S:1:pos:R:3:mulliken_charge:R:1
C -0.09876 1.97876 1.37301 -1.638
C 0.12984 2.58149 -0.97776 -1.654
C -1.10411 -3.67144 -0.08734 -1.012
C 1.00213 0.31547 -0.29574 -0.935
C 0.55440 -1.04154 0.19944 -0.845
C -0.14959 1.36842 -0.06670 2.180
O -4.60769 -0.60380 0.38522 -0.588
O -3.36938 1.26172 -0.72890 -0.574
O -2.85259 0.52450 1.59623 -0.506
Si -0.98788 -1.89236 -0.63328 0.288
S -3.37069 0.14233 0.26721 0.754
H 0.67482 2.65947 1.51895 0.475
H -0.32259 1.15724 2.07230 0.387
H -0.94580 2.62714 1.68729 0.391
H 1.18936 2.63198 -1.30170 0.332
H -0.43673 3.38357 -0.52418 0.418
H -0.42313 2.59220 -1.89830 0.411
H -0.46324 -4.39486 -0.78842 0.237
H -0.54766 -3.73484 0.87839 0.282
H -2.05792 -4.06095 0.00319 0.351
H 1.86441 0.75208 0.25220 0.286
H 1.22495 0.35790 -1.30906 0.461
H 0.04712 -0.73114 1.06492 0.231
H 1.35803 -1.69596 0.32880 0.558
H -1.19580 0.97167 -0.19796 -1.118
H -0.42458 -1.89275 -2.11920 -0.172
```

HOMO (alpha / beta)	-4.078 / -4.068	eV
E_LUMO (alpha / beta)	3.184 / 2.925	eV
total charge	-1

---

Going through the records in order, we get energy above the lowest of the compared OMol25 structures with the same formula, charge and spin values of 32.7, 20.3, 69.0 kcal per mole.